H24O12Xe as an isolated structure, computed with ωB97M-V with the def2-TZVPD basis set.

The maximum force comes out at 0.8 eV/A. As for the net charge: 0. The calculation puts the energy above the lowest of the compared OMol25 structures with the same formula, charge and spin at 1.007 eV. The value obtained for the total energy is -1246.61990 a.u. The value obtained for the HOMO energy is -9.16 eV. Its spin multiplicity is 1.

Cartesian coordinates (Å):
Xe (0.550, 0.074, 0.052)
O (-1.589, -3.079, 0.176)
H (-2.157, -3.849, 0.186)
H (-1.826, -2.617, -0.629)
O (2.960, -2.607, 1.962)
H (3.806, -2.978, 2.212)
H (3.051, -2.409, 1.030)
O (-2.102, -1.055, 2.262)
H (-1.764, -1.836, 1.823)
H (-2.381, -0.481, 1.548)
O (2.979, 2.633, 0.405)
H (3.169, 3.569, 0.342)
H (2.539, 2.421, -0.418)
O (-0.614, 3.332, 2.731)
H (-0.460, 4.269, 2.610)
H (-1.061, 3.057, 1.930)
O (-2.169, 2.744, 0.622)
H (-2.749, 3.087, 1.301)
H (-2.475, 1.849, 0.475)
O (2.708, 2.143, -2.380)
H (3.657, 2.089, -2.495)
H (2.365, 1.387, -2.856)
O (-2.518, -1.659, -2.016)
H (-1.984, -1.265, -2.706)
H (-3.204, -2.133, -2.486)
O (1.816, 2.000, 2.848)
H (2.323, 2.116, 2.044)
H (0.976, 2.420, 2.665)
O (1.286, -4.512, -0.130)
H (0.722, -3.910, 0.355)
H (0.739, -4.825, -0.850)
O (-3.032, 0.279, -0.205)
H (-2.852, -0.464, -0.781)
H (-3.971, 0.436, -0.302)
O (1.387, 0.170, -3.827)
H (0.453, 0.381, -3.806)
H (1.422, -0.777, -3.691)

C33H32BrCl5F6N2OSb2V as an isolated structure, computed with ωB97M-V with the def2-TZVPD basis set.

The maximum force comes out at 0.9 eV/A. As for the net charge: -2. The value obtained for the total energy is -8360.14715 a.u. The value obtained for the HOMO energy (alpha / beta) is 0.42 / 0.50 eV. Its spin multiplicity is 2.

Cartesian coordinates (Å):
V (1.376, -1.331, 0.121)
C (0.840, 4.404, 0.927)
Sb (-0.062, 2.692, -0.038)
C (-0.088, 3.579, -2.005)
C (-2.058, 3.481, 0.545)
C (-3.125, 3.504, -0.496)
C (-3.230, 4.625, -1.323)
C (-4.176, 4.716, -2.330)
C (-5.060, 3.664, -2.526)
C (-4.981, 2.553, -1.704)
C (-4.031, 2.445, -0.685)
C (-3.995, 1.203, 0.139)
Sb (-2.464, -0.199, -0.564)
C (-3.290, -1.847, 0.518)
C (-3.564, -0.645, -2.361)
H (0.414, 5.319, 0.512)
H (1.921, 4.411, 0.793)
H (0.616, 4.351, 1.994)
H (0.049, 4.660, -1.949)
H (-1.039, 3.367, -2.493)
H (0.718, 3.140, -2.589)
H (-1.839, 4.500, 0.866)
H (-2.351, 2.908, 1.424)
H (-2.534, 5.442, -1.167)
H (-4.218, 5.600, -2.955)
H (-5.808, 3.709, -3.309)
H (-5.674, 1.731, -1.847)
H (-4.944, 0.668, 0.071)
H (-3.789, 1.408, 1.190)
H (-4.376, -1.745, 0.553)
H (-2.879, -1.883, 1.526)
H (-3.025, -2.772, 0.008)
H (-4.626, -0.755, -2.133)
H (-3.187, -1.578, -2.782)
H (-3.431, 0.147, -3.096)
Br (5.474, -6.370, -1.868)
C (4.253, -4.991, -1.396)
C (4.076, -3.895, -2.213)
C (3.285, -2.847, -1.784)
N (2.666, -2.810, -0.572)
C (2.881, -3.903, 0.218)
C (3.648, -4.982, -0.142)
H (4.537, -3.841, -3.190)
H (3.141, -1.974, -2.405)
H (2.388, -3.881, 1.183)
H (3.759, -5.808, 0.547)
C (3.471, 1.319, 1.261)
C (3.674, 0.750, -0.152)
O (2.572, 0.148, -0.646)
C (4.915, -0.184, -0.091)
F (4.735, -1.180, 0.784)
F (6.038, 0.472, 0.317)
F (5.220, -0.736, -1.275)
C (4.005, 1.933, -1.103)
F (4.282, 1.551, -2.360)
F (5.051, 2.699, -0.698)
F (2.954, 2.776, -1.184)
H (3.150, 0.504, 1.908)
H (2.662, 2.046, 1.241)
H (4.369, 1.792, 1.663)
Cl (-0.279, -3.882, 2.208)
C (-0.545, -3.886, 0.472)
C (-0.034, -2.821, -0.287)
C (-0.357, -2.914, -1.643)
Cl (0.268, -1.589, -2.640)
C (-1.078, -3.918, -2.247)
Cl (-1.410, -3.912, -3.950)
C (-1.570, -4.959, -1.442)
Cl (-2.503, -6.243, -2.143)
C (-1.288, -4.928, -0.076)
Cl (-1.901, -6.214, 0.923)
N (0.837, -0.728, 1.639)
C (0.488, -0.341, 2.877)
C (-0.671, 0.443, 3.096)
C (-1.030, 0.875, 4.361)
C (-0.257, 0.550, 5.473)
C (0.885, -0.225, 5.283)
C (1.254, -0.661, 4.023)
H (-1.282, 0.692, 2.233)
H (-1.928, 1.474, 4.481)
H (-0.540, 0.888, 6.463)
H (1.501, -0.497, 6.135)
H (2.144, -1.264, 3.882)

C56H61BrGeIN2NbO2 as an isolated structure, computed with ωB97M-V with the def2-TZVPD basis set.

The maximum force comes out at 18.0 eV/A. As for the net charge: -2. The value obtained for the total energy is -7435.42418 a.u. The value obtained for the HOMO energy is -0.61 eV. Its spin multiplicity is 1.

Cartesian coordinates (Å):
Nb (18.572, 15.399, 11.084)
C (9.000, 11.172, 7.024)
C (10.037, 12.262, 7.191)
C (10.358, 13.084, 5.934)
C (9.662, 13.191, 8.351)
C (8.488, 13.958, 8.277)
C (8.212, 14.910, 9.234)
C (9.142, 15.078, 10.249)
C (10.225, 14.271, 10.410)
C (11.225, 14.438, 11.607)
C (11.262, 15.891, 12.050)
C (10.923, 13.450, 12.721)
C (10.475, 13.312, 9.456)
N (11.567, 12.480, 9.555)
C (11.366, 11.290, 9.979)
C (12.364, 10.198, 9.902)
N (13.612, 10.447, 9.627)
C (14.419, 9.283, 9.356)
C (15.340, 8.780, 10.320)
C (16.129, 7.698, 9.926)
C (16.047, 7.141, 8.670)
C (15.246, 7.682, 7.726)
C (14.449, 8.785, 8.029)
C (13.543, 9.544, 7.013)
C (14.160, 9.776, 5.626)
C (12.190, 8.806, 6.702)
C (15.356, 9.390, 11.717)
C (15.817, 10.845, 11.726)
C (14.043, 9.351, 12.586)
C (11.651, 8.999, 10.250)
C (12.000, 7.618, 10.415)
C (10.945, 6.730, 10.790)
C (9.655, 7.073, 11.007)
C (9.269, 8.418, 10.945)
C (7.998, 8.882, 11.265)
C (7.812, 10.265, 11.105)
C (8.867, 11.173, 10.791)
C (10.115, 10.690, 10.491)
C (10.275, 9.299, 10.640)
H (9.174, 10.639, 6.081)
H (8.000, 11.582, 6.963)
H (8.940, 10.473, 7.868)
H (10.967, 11.687, 7.311)
H (9.492, 13.613, 5.530)
H (10.781, 12.484, 5.180)
H (11.106, 13.814, 6.211)
H (7.772, 13.843, 7.451)
H (7.288, 15.521, 9.111)
H (8.924, 15.957, 10.920)
H (12.165, 14.375, 11.142)
H (10.234, 16.353, 12.529)
H (11.607, 16.530, 11.215)
H (12.062, 16.144, 12.791)
H (10.034, 13.647, 13.185)
H (11.719, 13.563, 13.466)
H (10.876, 12.390, 12.399)
H (16.741, 7.209, 10.759)
H (16.525, 6.165, 8.511)
H (15.133, 7.213, 6.784)
H (13.203, 10.645, 7.315)
H (14.179, 8.859, 5.000)
H (15.171, 10.252, 5.619)
H (13.599, 10.451, 4.978)
H (12.466, 7.943, 6.172)
H (11.578, 9.430, 6.154)
H (11.606, 8.613, 7.636)
H (16.141, 8.753, 12.169)
H (15.235, 11.480, 10.950)
H (16.891, 10.993, 11.654)
H (15.519, 11.279, 12.760)
H (13.308, 10.081, 12.121)
H (14.377, 9.699, 13.577)
H (13.676, 8.279, 12.625)
H (12.964, 7.397, 10.189)
H (11.403, 5.793, 10.885)
H (8.963, 6.374, 11.142)
H (7.176, 8.363, 11.538)
H (6.803, 10.776, 11.325)
H (8.687, 12.193, 10.718)
O (13.622, 11.915, 16.115)
H (13.383, 12.710, 15.667)
H (14.223, 12.307, 16.758)
O (14.586, 15.212, 14.677)
H (15.479, 14.966, 14.550)
H (14.099, 14.989, 13.835)
Br (14.506, 13.289, 4.820)
I (14.321, 17.471, 10.100)
C (13.241, 15.702, 9.311)
H (14.071, 14.923, 9.279)
H (13.107, 16.006, 8.179)
C (17.610, 16.476, 11.070)
Ge (19.742, 13.828, 10.446)
C (18.360, 12.545, 9.403)
C (16.998, 12.646, 9.077)
C (16.408, 11.719, 8.244)
C (17.219, 10.713, 7.722)
C (18.559, 10.547, 8.061)
C (19.085, 11.435, 9.017)
C (20.406, 14.477, 8.742)
C (20.484, 13.638, 7.616)
C (20.935, 14.190, 6.392)
C (21.416, 15.495, 6.458)
C (21.314, 16.288, 7.572)
C (20.709, 15.793, 8.706)
C (20.630, 12.912, 11.981)
C (20.523, 13.392, 13.281)
C (20.752, 12.598, 14.398)
C (20.905, 11.242, 14.263)
C (20.916, 10.674, 12.989)
C (20.820, 11.534, 11.864)
H (16.347, 13.484, 9.301)
H (15.363, 11.821, 7.940)
H (16.782, 9.971, 7.025)
H (19.084, 9.815, 7.582)
H (20.037, 11.206, 9.335)
H (20.147, 12.617, 7.640)
H (20.942, 13.672, 5.472)
H (21.846, 15.963, 5.626)
H (21.573, 17.322, 7.443)
H (20.557, 16.369, 9.599)
H (20.368, 14.448, 13.471)
H (20.690, 12.996, 15.381)
H (20.955, 10.627, 15.099)
H (20.963, 9.631, 12.840)
H (20.710, 11.084, 10.894)

A 6-piece molecular cluster, C6H24O6 overall, computed with ωB97M-V with the def2-TZVPD basis set.

The maximum force comes out at 3.3 eV/A. As for the net charge: 0. The calculation puts the energy above the lowest of the compared OMol25 structures with the same formula, charge and spin at 3.326 eV. The value obtained for the total energy is -694.33020 a.u. The SMILES is CC(C)O.CO.CO.CO.O.O. The value obtained for the HOMO energy is -9.85 eV. Its spin multiplicity is 1.

Cartesian coordinates (Å):
C (1.462, 7.887, -17.363)
C (1.191, 6.784, -18.377)
C (-0.033, 5.960, -17.991)
O (0.827, 7.492, -19.570)
H (1.925, 7.481, -16.463)
H (0.618, 8.528, -17.108)
H (2.214, 8.588, -17.723)
H (2.043, 6.119, -18.515)
H (0.081, 5.620, -16.961)
H (-0.061, 5.071, -18.620)
H (-0.973, 6.508, -17.920)
H (0.131, 8.138, -19.431)
C (-4.678, 12.017, -28.091)
O (-4.583, 13.136, -27.258)
H (-5.063, 11.191, -27.494)
H (-5.386, 12.165, -28.906)
H (-3.686, 11.731, -28.440)
H (-4.110, 12.948, -26.443)
C (-4.065, 10.710, -19.320)
O (-3.054, 10.790, -20.268)
H (-4.957, 11.241, -19.652)
H (-4.352, 9.675, -19.130)
H (-3.595, 11.163, -18.447)
H (-2.914, 11.709, -20.508)
C (-2.152, 4.161, -23.252)
O (-2.503, 4.435, -24.558)
H (-2.121, 3.083, -23.093)
H (-1.190, 4.662, -23.145)
H (-2.921, 4.617, -22.629)
H (-2.550, 5.393, -24.555)
O (-2.195, 9.198, -24.796)
H (-2.360, 9.665, -23.977)
H (-1.694, 9.817, -25.328)
O (0.248, 12.068, -26.433)
H (1.170, 11.829, -26.526)
H (0.148, 12.851, -26.975)